Density functional theory data (the ωB97M-V functional and the def2-TZVPD basis) for a structure of composition C34H44CdGe2INO2S.

The geometry in XYZ format:
```
86
C34H44CdGe2INO2S (the ωB97M-V functional and the def2-TZVPD basis)
Cd 1.1339 0.1038 -0.7203
C -2.9100 -3.4343 -2.4865
C -1.5381 -2.8798 -2.0804
Ge -1.7291 -1.3655 -0.8475
C -2.0072 0.3285 -1.8175
C -3.4566 0.4668 -2.3014
C -3.2318 -1.7309 0.3601
C -2.7691 -1.8145 1.6218
Ge -0.8559 -1.3584 1.4939
C 0.4274 -2.7874 1.8957
C 0.5194 -3.2137 3.3664
C -0.4084 0.3638 2.3323
C -0.6074 0.4546 3.8504
C -3.5455 -2.1393 2.8442
C -2.9107 -2.2009 4.0852
C -3.6121 -2.5074 5.2441
C -4.9732 -2.7613 5.1795
C -5.6217 -2.7066 3.9506
C -4.9168 -2.4003 2.7987
H -2.8002 -4.2628 -3.1914
H -3.5275 -2.6742 -2.9710
H -3.4662 -3.8068 -1.6234
H -0.9664 -2.5363 -2.9426
H -0.9395 -3.6508 -1.5916
H -1.3139 0.3607 -2.6616
H -1.7444 1.1554 -1.1567
H -3.7459 -0.3487 -2.9676
H -3.5942 1.4011 -2.8503
H -4.1545 0.4693 -1.4612
H -4.2785 -1.9063 0.1012
H 1.3966 -2.4442 1.5257
H 0.1418 -3.6347 1.2683
H 0.7469 -2.3709 4.0238
H 1.3052 -3.9581 3.5099
H -0.4165 -3.6557 3.7113
H -1.0219 1.1077 1.8233
H 0.6173 0.6115 2.0661
H -1.6545 0.3180 4.1240
H -0.2978 1.4370 4.2156
H -0.0251 -0.2936 4.3938
H -1.8463 -2.0053 4.1398
H -3.0943 -2.5473 6.1948
H -5.5261 -3.0011 6.0782
H -6.6847 -2.9044 3.8913
H -5.4411 -2.3608 1.8509
I 7.0139 -0.0088 -0.9278
C 5.4386 -0.3049 0.3987
C 5.6449 -0.3307 1.7659
C 4.5509 -0.5378 2.5924
C 3.2996 -0.6870 2.0227
N 3.1006 -0.6492 0.7028
C 4.1562 -0.4759 -0.0966
H 6.6363 -0.1992 2.1798
H 4.6679 -0.5803 3.6669
H 2.4281 -0.8547 2.6422
H 3.9651 -0.4932 -1.1648
C -1.0736 4.3066 1.7407
C -0.1518 4.4791 0.5258
C -0.9562 5.0392 -0.6557
C 0.9900 5.4413 0.8768
C 0.4058 3.1665 0.1538
C 0.8723 2.0889 -0.1560
H -1.5037 5.2711 2.0240
H -0.5202 3.9099 2.5941
H -1.8907 3.6195 1.5107
H -1.3609 6.0226 -0.3992
H -1.7875 4.3760 -0.9043
H -0.3250 5.1418 -1.5393
H 0.5850 6.4256 1.1281
H 1.6736 5.5512 0.0340
H 1.5581 5.0700 1.7314
O 4.5367 1.2730 -8.0555
C 4.0839 1.9086 -6.9481
O 4.1874 3.0995 -6.8702
C 3.4706 1.0579 -5.8831
C 3.0399 -0.2495 -6.0883
C 2.4827 -0.9858 -5.0564
C 2.3506 -0.4381 -3.7789
S 1.7063 -1.4681 -2.5009
C 2.7701 0.8830 -3.5847
C 3.3133 1.6179 -4.6215
H 4.4641 0.3179 -7.9446
H 3.0931 -0.7110 -7.0694
H 2.1398 -1.9974 -5.2318
H 2.6592 1.3464 -2.6127
H 3.6297 2.6421 -4.4713
```

Values from the calculation:
2S+1   1
HOMO-LUMO gap   8.007 eV
Energy relative to the best compared isomer or geometry (same formula, charge and spin)   0.000 eV
HOMO level   -8.000 eV
Total charge   0
Molecular weight   915.33 g/mol

=====

Density functional theory data (the ωB97M-V functional and the def2-TZVPD basis) for a structure of composition C34H44N9Se2Zn.

The geometry in XYZ format:
```
90
C34H44N9Se2Zn (the ωB97M-V functional and the def2-TZVPD basis)
Zn -0.3592 -0.2397 0.5952
C -1.9062 1.3734 -3.2702
N -2.7764 1.4250 -2.1193
C -4.1356 1.8019 -2.4336
C -2.3208 1.3166 -0.8589
N -1.0491 1.3120 -0.5327
C -0.1861 2.1988 -1.1865
C -0.6564 3.4922 -1.3262
C 0.0616 4.4652 -2.0173
C 1.2132 4.1072 -2.6577
C 1.7351 2.8035 -2.5295
C 2.9124 2.4569 -3.2232
C 3.4669 1.2181 -3.0759
C 2.9373 0.3365 -2.1323
C 1.8171 0.6547 -1.3863
N 1.5313 -0.1882 -0.2922
C 2.5500 -0.3838 0.5395
N 2.6486 -1.5465 1.2252
C 3.1891 -1.6374 2.5639
C 2.1410 -2.7902 0.7041
N 3.4929 0.5561 0.8009
C 4.8944 0.2330 0.9486
C 3.2505 1.9734 0.6602
C 1.0984 1.8492 -1.6813
N -3.2840 1.2191 0.1354
C -3.0336 1.9618 1.3571
C -3.9478 -0.0633 0.3548
H -1.5954 2.3771 -3.5723
H -2.4498 0.9084 -4.0930
H -1.0196 0.7804 -3.0619
H -4.1308 2.7741 -2.9342
H -4.7287 1.8573 -1.5248
H -4.5783 1.0696 -3.1178
H -1.6103 3.7442 -0.8867
H -0.3169 5.4746 -2.0583
H 1.7617 4.8160 -3.2578
H 3.3635 3.1970 -3.8637
H 4.3458 0.9362 -3.6338
H 3.4357 -0.6029 -1.9387
H 3.2836 -0.6448 2.9898
H 4.1610 -2.1342 2.5913
H 2.5008 -2.2101 3.1928
H 1.7123 -2.6353 -0.2832
H 1.3930 -3.2136 1.3826
H 2.9566 -3.5167 0.6180
H 5.0588 -0.8361 0.8783
H 5.2828 0.5985 1.9000
H 5.4516 0.7218 0.1449
H 2.1866 2.1846 0.7448
H 3.6243 2.3625 -0.2909
H 3.7703 2.4865 1.4721
H -2.4674 2.8604 1.1244
H -2.4707 1.3909 2.0993
H -3.9976 2.2502 1.7756
H -4.6939 -0.7721 -1.4877
H -4.9861 0.1269 0.6503
H -3.4419 -0.6090 1.1695
C 0.1264 -0.4234 8.6486
C 0.2147 -0.2432 7.1693
C 1.3097 0.3738 6.5906
C 1.3748 0.6432 5.2316
C 2.6136 1.3301 4.7406
C 0.2861 0.2868 4.4266
Se 0.2556 0.9769 2.6035
C -0.8087 -0.3906 4.9771
C -1.9883 -0.8078 4.1501
C -0.8227 -0.6452 6.3403
H 1.1128 -0.3882 9.1014
H -0.3554 -1.3639 8.9056
H -0.4684 0.3905 9.0632
H 2.1317 0.6919 7.2131
H 2.6496 2.3451 5.1297
H 2.6423 1.3853 3.6544
H 3.4984 0.8099 5.1066
H -1.6823 -1.1758 3.1660
H -2.6527 0.0462 4.0129
H -2.5462 -1.5962 4.6481
H -1.6805 -1.1419 6.7743
Se -5.3938 -1.5066 -3.5305
N -4.0816 -2.5691 -3.2330
C -3.2175 -2.6921 -2.2187
C -2.3735 -3.8134 -2.3078
C -1.4034 -4.0314 -1.3513
C -1.2209 -3.0636 -0.3800
N -1.9563 -1.9540 -0.2733
C -3.0157 -1.8160 -1.0876
N -3.9434 -0.8838 -0.8080
H -2.5331 -4.4951 -3.1284
H -0.7818 -4.9127 -1.3717
H -0.4719 -3.1840 0.3857
```

Values from the calculation:
2S+1   1
HOMO-LUMO gap   5.102 eV
Energy relative to the best compared isomer or geometry (same formula, charge and spin)   2.454 eV
HOMO level   -9.585 eV
Total charge   +1
Molecular weight   802.10 g/mol

=====

Density functional theory data (the ωB97M-V functional and the def2-TZVPD basis) for a structure of composition C34H45AsGaN9S.

The geometry in XYZ format:
```
91
C34H45AsGaN9S (the ωB97M-V functional and the def2-TZVPD basis)
Ga -0.0856 0.3800 0.3482
C 3.1635 0.2565 2.2124
N 1.7938 0.4532 2.6739
C 1.7496 1.5471 3.6444
C 1.2871 -0.7691 3.2938
C 0.8142 -1.8205 2.3135
C 0.9578 -3.1663 2.6364
C 0.4500 -4.1546 1.8059
C -0.2317 -3.8045 0.6509
C -0.3797 -2.4635 0.3272
C 0.1526 -1.4590 1.1364
H 3.7722 -0.2868 2.9506
H 3.6387 1.2242 2.0395
H 3.1728 -0.3121 1.2846
H 2.4027 1.3494 4.5086
H 0.7260 1.6694 3.9971
H 2.0723 2.4783 3.1780
H 0.4220 -0.4965 3.8989
H 2.0392 -1.1959 3.9761
H 1.4590 -3.4421 3.5588
H 0.5746 -5.1976 2.0701
H -0.6530 -4.5675 0.0075
H -0.9236 -2.1775 -0.5695
N -1.2664 0.9900 -0.8812
C -2.5063 0.5346 -1.1299
C -3.2601 1.0896 -2.2051
C -4.5364 0.6577 -2.5053
C -5.1449 -0.3669 -1.7808
C -4.4310 -0.9482 -0.7397
C -3.1635 -0.5036 -0.4057
H -2.7972 1.8662 -2.8032
H -5.0676 1.1167 -3.3327
H -6.1348 -0.7227 -2.0372
H -4.8783 -1.7606 -0.1731
H -2.6087 -0.9649 0.4093
C 2.9277 -1.9557 -0.7777
C 2.5360 -0.7115 -1.4923
N 1.5684 0.1253 -1.1641
C 1.4991 1.0853 -2.1521
C 2.4596 0.8414 -3.0743
N 3.1219 -0.2960 -2.6497
C 4.1938 -0.9544 -3.3668
N 3.8281 -2.2598 -3.8333
N 4.4482 -3.3618 -3.3352
N 3.9111 -4.4045 -3.8253
C 2.8882 -4.0302 -4.6659
C 1.9899 -4.7896 -5.4166
C 1.0546 -4.1029 -6.1575
C 1.0013 -2.6987 -6.1666
C 1.8806 -1.9318 -5.4320
C 2.8210 -2.6294 -4.6781
H 2.3505 -2.0387 0.1378
H 3.9961 -1.9784 -0.5556
H 2.6988 -2.8304 -1.3884
H 0.7077 1.8190 -2.1282
H 2.7371 1.3708 -3.9700
H 5.0644 -1.0897 -2.7261
H 4.4628 -0.3148 -4.2067
H 2.0310 -5.8699 -5.4038
H 0.3325 -4.6526 -6.7464
H 0.2464 -2.2060 -6.7645
H 1.8324 -0.8512 -5.4333
C -4.6898 2.0790 2.4126
As -4.0149 1.0026 3.8692
C -5.1861 -0.5382 4.0131
C -4.4127 2.0558 5.4557
S -2.0064 0.4861 3.8363
H -5.7777 2.1188 2.4630
H -4.3756 1.6463 1.4644
H -4.2776 3.0835 2.4964
H -6.1962 -0.2329 4.2836
H -4.7824 -1.2061 4.7708
H -5.2003 -1.0587 3.0568
H -5.4776 2.2787 5.5202
H -3.8463 2.9839 5.4012
H -4.0886 1.5044 6.3359
C 3.0265 4.9978 -0.2551
C 1.8300 4.2417 0.2096
C 0.5726 4.6555 0.5888
C -0.1548 3.4865 0.8864
N 0.6241 2.4269 0.7081
N 1.8188 2.8989 0.3069
C -1.5675 3.3559 1.3244
H 2.8844 6.0623 -0.0857
H 3.1908 4.8457 -1.3235
H 3.9252 4.6803 0.2756
H 0.2137 5.6695 0.6372
H 2.5520 2.2490 0.0840
H -2.0503 4.3309 1.3606
H -1.6216 2.8777 2.3045
H -2.0803 2.7018 0.6131
```

Values from the calculation:
2S+1   1
HOMO-LUMO gap   5.387 eV
Energy relative to the best compared isomer or geometry (same formula, charge and spin)   0.446 eV
HOMO level   -5.232 eV
Total charge   0
Molecular weight   756.51 g/mol

=====

Density functional theory data (the ωB97M-V functional and the def2-TZVPD basis) for a cluster of 5 separate species, C34H45F32IO9 in total.

The geometry in XYZ format:
```
121
C34H45F32IO9 (the ωB97M-V functional and the def2-TZVPD basis)
C 0.8550 2.1694 0.6279
C 0.2842 1.3229 -0.5016
O -0.6384 0.3893 0.0599
C -1.0523 -0.5659 -0.8913
C -2.3153 -1.3268 -0.4120
C -2.2575 -2.7295 -1.0182
C -0.9746 -3.5731 -0.7757
C -0.1459 -3.3485 0.5006
C 1.3157 -3.7595 0.2837
O 2.1528 -2.6851 -0.1352
O -2.3332 -1.2771 1.0099
C -3.0059 -2.3030 1.7070
C -3.5154 -0.5421 -1.0462
C -4.9219 -1.0880 -0.8076
C -5.5929 -0.8930 0.5661
C -6.7172 0.1554 0.5520
O -6.8531 0.8752 1.7692
O -3.3982 0.8737 -0.9315
C -3.4781 1.4646 0.3214
I -2.9964 3.5555 0.0510
H 0.6959 1.6474 1.5685
H 1.9242 2.3029 0.4788
H 0.3832 3.1471 0.6745
H 1.0798 0.7670 -1.0106
H -0.2555 1.9474 -1.2186
H -1.2568 -0.0814 -1.8499
H -0.2165 -1.2522 -1.0674
H -2.3545 -2.5986 -2.0971
H -3.1200 -3.3327 -0.7424
H -0.3220 -3.4732 -1.6438
H -1.2748 -4.6211 -0.7703
H -0.1328 -2.3202 0.8546
H -0.5162 -3.9882 1.2994
H 1.3730 -4.5802 -0.4301
H 1.7099 -4.1064 1.2391
H 1.6249 -1.8901 -0.2710
H -3.3873 -1.8743 2.6338
H -2.3405 -3.1217 1.9859
H -3.8561 -2.7270 1.1761
H -3.3502 -0.7024 -2.1131
H -4.9462 -2.1467 -1.0591
H -5.5628 -0.6147 -1.5542
H -6.0429 -1.8274 0.8996
H -4.8909 -0.6148 1.3503
H -7.6601 -0.3731 0.4213
H -6.5957 0.8464 -0.2874
H -5.9959 0.9620 2.2023
H -2.7537 1.1081 1.0445
H -4.4751 1.4850 0.7481
F 2.7475 -8.3520 1.1307
C 2.1539 -7.3804 0.4113
F 1.4643 -6.5866 1.2660
C 1.1771 -7.9557 -0.6202
F 0.1146 -8.5096 0.0012
F 0.7183 -6.8750 -1.3201
C 1.7322 -8.9252 -1.6750
O 1.6054 -10.3192 -1.4553
C 2.5111 -11.0309 -0.7084
F 3.6271 -10.3197 -0.4568
F 2.8734 -12.1033 -1.4478
C 1.8923 -11.5991 0.5767
F 1.3138 -10.6301 1.3105
F 2.8741 -12.1670 1.3132
H 2.9230 -6.7764 -0.0791
H 1.1121 -8.7519 -2.5524
H 2.7512 -8.6591 -1.9579
H 1.1424 -12.3515 0.3239
F 4.6523 7.2390 -0.1079
C 5.9839 7.4133 0.0048
F 6.2924 8.6469 -0.4587
C 6.7635 6.3855 -0.8212
F 6.5863 6.6057 -2.1402
F 8.0764 6.6448 -0.5377
C 6.5559 4.8961 -0.5091
O 5.6466 4.1571 -1.3054
C 4.2990 4.1336 -1.0484
F 4.0105 4.6464 0.1635
F 3.9238 2.8332 -1.0342
C 3.4743 4.7926 -2.1623
F 3.8968 6.0470 -2.4050
F 2.1817 4.8416 -1.7672
H 6.2725 7.3516 1.0578
H 7.5168 4.4353 -0.7309
H 6.3740 4.7371 0.5541
H 3.5549 4.2043 -3.0788
F -10.1929 -2.5231 -2.6743
C -9.3720 -2.1620 -1.6709
F -8.1027 -2.1339 -2.1485
C -9.4209 -3.1508 -0.5027
F -8.8812 -4.3339 -0.8637
F -8.6005 -2.6027 0.4424
C -10.7704 -3.3827 0.1935
O -11.5467 -4.5051 -0.1857
C -12.4012 -4.4754 -1.2598
F -12.6015 -3.2216 -1.7104
F -13.5927 -4.9451 -0.8275
C -11.9606 -5.4228 -2.3846
F -10.6934 -5.1723 -2.7648
F -12.7728 -5.2353 -3.4493
H -9.6376 -1.1578 -1.3281
H -10.5076 -3.5954 1.2281
H -11.3695 -2.4717 0.2069
H -12.0341 -6.4581 -2.0456
F 9.0112 9.4180 4.0531
C 8.4686 10.6519 4.0519
F 7.1864 10.5486 4.4738
C 8.4680 11.2792 2.6546
F 7.6110 10.6197 1.8467
F 7.9703 12.5369 2.8391
C 9.8188 11.4652 1.9454
O 10.2364 10.4918 1.0039
C 10.8880 9.3421 1.3729
F 11.3070 9.3890 2.6539
F 11.9864 9.2410 0.5921
C 10.0522 8.0876 1.0903
F 8.8393 8.1760 1.6733
F 10.6876 7.0074 1.6024
H 9.0173 11.2877 4.7522
H 9.6832 12.3588 1.3392
H 10.6114 11.6917 2.6593
H 9.9235 7.9577 0.0162
```

Values from the calculation:
2S+1   1
SMILES string   CCOC[C@@](CCCCO)(OC)[C@@H](CCCO)OCI.FC(F)C(F)(F)COC(F)(F)C(F)F.FC(F)C(F)(F)COC(F)(F)C(F)F.FC(F)C(F)(F)COC(F)(F)C(F)F.FC(F)C(F)(F)COC(F)(F)C(F)F
HOMO-LUMO gap   9.590 eV
HOMO level   -9.121 eV
Total charge   0
Molecular weight   1332.57 g/mol

=====

Density functional theory data (the ωB97M-V functional and the def2-TZVPD basis) for a structure of composition C34H45GeIrO4S.

The geometry in XYZ format:
```
86
C34H45GeIrO4S (the ωB97M-V functional and the def2-TZVPD basis)
Ir -0.3692 0.4524 0.5629
C -1.5204 1.6377 4.2701
C -0.1305 1.7193 3.6617
C 0.6195 0.4118 3.8647
C 0.6574 2.8730 4.2666
O -0.2872 1.9387 2.2452
Ge 0.4635 3.2028 1.0766
O -0.8286 2.4386 -0.1410
C -1.9164 3.0950 -0.8339
C -1.5171 3.2055 -2.2973
C -3.1863 2.2800 -0.6936
C -2.1276 4.4842 -0.2415
O 1.4787 1.7259 0.5275
C 2.7285 1.6657 -0.1852
C 3.7323 0.9861 0.7354
C 3.2064 3.0657 -0.5529
C 2.5161 0.8467 -1.4494
H -1.4642 1.4472 5.3462
H -2.0870 0.8291 3.7977
H -2.0577 2.5760 4.1059
H 0.7042 0.1746 4.9277
H 1.6233 0.4787 3.4315
H 0.0911 -0.4052 3.3674
H 0.7678 2.7314 5.3433
H 0.1457 3.8242 4.0946
H 1.6565 2.9305 3.8232
H -1.3990 2.2059 -2.7242
H -0.5668 3.7384 -2.3913
H -2.2797 3.7451 -2.8669
H -3.0481 1.2803 -1.1086
H -4.0055 2.7771 -1.2187
H -3.4546 2.1649 0.3602
H -1.2436 5.1123 -0.3830
H -2.3324 4.4133 0.8313
H -2.9761 4.9728 -0.7243
H 3.9938 1.6353 1.5770
H 4.6481 0.7375 0.1922
H 3.2939 0.0648 1.1302
H 3.3677 3.6749 0.3406
H 2.4689 3.5702 -1.1864
H 4.1495 3.0086 -1.1024
H 2.1037 -0.1345 -1.1941
H 3.4571 0.7014 -1.9871
H 1.8079 1.3549 -2.1149
C 0.3943 -1.2890 0.4891
C 0.9383 -2.3820 0.4163
C 1.4784 -3.7033 0.2905
C 2.8644 -3.9043 0.2811
C 3.3842 -5.1840 0.1609
C 2.5282 -6.2743 0.0439
C 1.1512 -6.0826 0.0418
C 0.6256 -4.8059 0.1640
H 3.5196 -3.0450 0.3707
H 4.4565 -5.3333 0.1582
H 2.9349 -7.2740 -0.0476
H 0.4861 -6.9314 -0.0571
H -0.4453 -4.6394 0.1577
C -2.1142 -0.3706 0.6885
C -2.9455 -1.1660 1.4803
C -4.3372 -1.2457 1.2011
C -5.1809 -1.9877 2.0029
C -4.6879 -2.6877 3.1062
C -3.3216 -2.6430 3.3858
C -2.4613 -1.9071 2.5934
H -4.7238 -0.7044 0.3426
H -6.2376 -2.0299 1.7681
H -5.3557 -3.2662 3.7327
H -2.9272 -3.1959 4.2323
H -1.3952 -1.8927 2.8005
C -2.0880 -0.4885 -3.9977
S -0.9907 -0.7018 -2.6087
O -1.1540 -2.1091 -2.1431
C 0.5386 -0.6496 -3.5356
C 0.9301 0.4698 -4.2630
C 2.1634 0.4665 -4.8966
C 2.9995 -0.6422 -4.7896
C 2.6047 -1.7447 -4.0424
C 1.3683 -1.7509 -3.4041
H -1.9370 -1.3554 -4.6431
H -1.8648 0.4439 -4.5190
H -3.1047 -0.4685 -3.5999
H 0.2880 1.3435 -4.3340
H 2.4768 1.3319 -5.4686
H 3.9611 -0.6434 -5.2910
H 3.2631 -2.6007 -3.9440
H 1.0337 -2.5938 -2.8068
```

Values from the calculation:
2S+1   5
Expectation value of S²   6.078
HOMO-LUMO gap (spin up / spin down)   6.437 / 6.825 eV
Energy relative to the best compared isomer or geometry (same formula, charge and spin)   1.414 eV
HOMO level (spin up / spin down)   -5.919 / -8.346 eV
Total charge   0
Molecular weight   814.62 g/mol

=====

Number 4 is which compound?
C34H45F32IO9

=====

The highest molecular weight belongs to which entry?
C34H45F32IO9